Entry from the OMol25 dataset: the ion CH2N5S with charge -1 in a non-equilibrium geometry (wB97M-V/def2-TZVPD).

Bonds (Å) are listed after each position.
Positions of all 9 atoms, in Å:
1 C -0.8217 -0.5070 -0.0552  N3 1.304, N4 1.389, N6 1.781
2 N -2.8899 -0.1958 -0.1019  N3 1.339, N5 1.269
3 N -1.9553 -1.1522 -0.0377  C1 1.304, N2 1.339
4 N -1.0545 0.8523 -0.2192  C1 1.389, N5 1.363, H9 1.008
5 N -2.4110 0.9654 -0.2858  N2 1.269, N4 1.363
6 N 0.8530 -0.9136 -0.5052  C1 1.781, S7 1.695, H8 1.012
7 S 1.8351 0.4180 -0.1371  N6 1.695
8 H 1.2002 -1.5915 0.1608  N6 1.012
9 H -0.4029 1.5442 -0.5556  N4 1.008

## Properties
**ΔE to the lowest compared entry with this formula, charge and spin**: 55.91 kcal per mole
**Frontier orbital gap (alpha / beta)**: 4.1 / 7.3 eV
**Total charge**: -1
**Multiplicity**: 3